# 1
Entry from the Open Molecules 2025 dataset: a molecular structure, C46H62CsN6O5PS in a non-equilibrium geometry (the ωB97M-V functional and the def2-TZVPD basis).

The geometry in XYZ format:
```
122
Properties=species:S:1:pos:R:3:lowdin_charge:R:1
C -4.578 6.941 0.625 -0.218
C 5.169 0.125 -1.562 -0.096
H 1.585 3.330 1.079 -0.003
C -0.715 -0.204 4.691 -0.507
H 0.632 -1.463 1.672 0.059
C -4.158 4.570 -0.017 -0.187
C -0.119 0.523 3.655 -0.324
C -0.706 5.775 -1.917 -0.016
N -3.630 5.936 0.147 -0.048
H 2.571 -6.512 0.429 0.053
H 6.463 -0.232 0.100 0.138
H -4.488 7.823 -0.005 0.109
H 1.823 3.127 -7.094 0.089
C 0.384 1.456 -8.060 -0.050
C 0.286 0.717 -5.758 -0.069
H 2.945 -4.452 -2.802 0.071
H 2.807 2.524 0.717 -0.022
H -3.355 7.772 2.188 0.071
C 1.961 -4.881 -0.915 -0.594
H -0.936 -0.989 -5.408 0.122
H 3.750 -1.902 1.723 0.064
H -1.244 -3.287 2.053 0.079
H -5.427 4.516 1.744 0.066
H -5.011 4.626 -0.699 0.119
O 2.525 3.252 1.308 -0.110
H -4.435 6.478 2.741 0.063
H 3.017 -5.035 2.231 0.053
H -1.576 -1.295 -7.785 0.089
H 1.564 -6.100 -2.660 0.070
H -4.082 0.908 -1.434 0.068
C -0.922 -0.480 -7.498 -0.109
C 3.940 0.706 -1.544 -0.108
C 0.749 1.599 -6.727 -0.265
O -0.246 1.233 -3.530 -0.301
P 0.844 -3.815 0.246 0.711
H -6.322 0.448 -0.569 0.078
H -1.356 -6.078 -0.581 0.053
C 1.998 -3.174 1.651 -0.568
H -0.263 -4.269 3.159 0.052
S -2.377 -0.463 4.303 1.045
C 1.229 0.874 3.746 -0.035
H -4.764 0.199 3.406 0.064
H 3.237 0.829 -2.367 0.075
H -1.008 6.663 -2.461 0.116
N 3.631 1.091 -0.247 0.089
C 0.011 -0.605 5.812 -0.112
H -6.689 0.129 1.873 0.079
C 1.256 -2.025 2.374 -0.099
H -3.419 3.937 -0.495 0.108
C 4.735 0.897 1.994 -0.008
H 5.720 0.597 2.360 0.073
C 4.644 0.742 0.510 -0.405
C -0.448 0.412 -8.450 -0.123
H -5.088 8.092 2.389 0.068
C 0.675 0.856 -4.291 -0.730
C 2.509 -4.180 2.683 -0.096
H -1.854 -4.837 2.654 0.074
H 1.025 -6.313 2.251 0.053
O 1.853 0.542 -3.994 -0.057
C 0.687 3.874 -1.603 -0.115
H 3.474 -6.409 -1.086 0.076
H -0.621 -6.939 2.109 0.077
H -1.416 4.013 0.879 0.123
H -3.773 3.915 2.011 0.085
H 3.560 -3.464 -1.475 0.054
H -2.444 -5.528 0.699 0.069
C 0.176 -6.406 1.569 -0.104
H 1.939 -0.562 6.745 0.087
H -4.934 2.929 1.128 0.047
C -5.691 0.297 1.483 -0.147
H 5.749 -0.319 -2.355 0.099
C -2.414 6.398 -0.240 -0.413
H -1.737 -4.348 -0.432 0.058
H 0.751 2.169 -8.795 0.099
H 0.617 -2.376 3.189 0.066
H 3.981 0.274 2.483 0.057
C 1.011 -5.725 -1.789 -0.117
H 3.929 -3.235 0.581 0.053
N 0.115 -2.685 -0.489 -0.590
C -3.028 0.737 0.450 -0.099
H 3.000 0.751 4.933 0.092
H 1.484 3.207 -1.923 0.115
C -0.932 4.326 -0.044 -0.069
Cs -0.173 -0.251 -1.375 0.995
H 1.985 -1.330 2.814 0.059
H -0.725 0.305 -9.492 0.086
H 1.710 -4.560 3.323 0.054
C 3.003 -5.813 -0.290 -0.103
C -4.189 0.725 -0.360 -0.194
H -0.459 -1.174 6.605 0.095
O 1.562 2.628 -6.317 0.061
H 0.613 -6.591 -1.257 0.049
C -1.364 5.447 -0.744 -0.124
H 3.802 -5.264 0.213 0.053
H 2.915 -1.841 0.161 0.075
H 3.234 -3.677 3.340 0.080
H 0.823 5.171 -3.309 0.104
C -2.153 0.414 2.758 -0.485
C -0.558 -0.309 -6.165 -0.018
C 1.952 0.481 4.858 -0.113
H 0.175 -5.122 -2.150 0.076
H -5.576 6.523 0.491 0.111
C -4.598 0.314 2.334 -0.126
N -0.951 0.850 2.586 0.127
O -2.161 7.603 -0.239 0.030
C -5.477 0.492 0.115 -0.150
C -3.309 0.523 1.815 -0.312
N 0.085 3.567 -0.457 0.081
C -0.954 -4.309 2.315 -0.108
H 0.481 -7.045 0.737 0.050
C 3.218 -2.507 0.975 -0.102
C -0.360 -5.052 1.100 -0.594
C 2.656 -3.911 -1.891 -0.112
C -1.541 -5.269 0.128 -0.119
H 1.687 1.457 2.953 0.100
C 1.353 -0.260 5.885 -0.114
H 1.973 -3.103 -2.170 0.061
H 4.542 1.931 2.284 0.074
C -4.352 7.342 2.078 -0.078
C -4.601 3.952 1.296 -0.068
N 5.607 0.153 -0.246 0.077
C 0.315 4.966 -2.374 -0.039
```

Values from the calculation:
- Net charge: -2
- Energy above the lowest of the compared OMol25 structures with the same formula, charge and spin: 31.4 kcal per mole
- HOMO energy: -1.56 eV
- E_LUMO: 3.619 eV
- Gap between HOMO and LUMO: 5.18 eV

***

# 2
Entry from the Open Molecules 2025 dataset: a molecular structure, C31H45F4N2Sb2SeSiV (the ωB97M-V functional and the def2-TZVPD basis).

The geometry in XYZ format:
```
87
Properties=species:S:1:pos:R:3:lowdin_spin:R:1
C -4.286 4.023 -0.195 0.000
C 0.684 3.022 -1.203 0.004
C 1.231 1.318 3.049 0.000
Sb -0.721 -0.357 -1.311 -0.006
H 2.455 0.161 -2.400 0.000
H 3.120 2.926 -0.317 0.000
Sb 1.052 -3.291 1.008 0.001
Si -3.693 2.734 1.044 0.001
H 4.182 -0.518 0.034 0.000
C 3.409 2.014 0.201 -0.001
C -1.343 -5.782 -2.717 -0.002
H 2.985 -5.021 1.849 0.000
C -4.509 3.123 2.693 0.000
F 1.802 1.611 6.636 0.000
H -0.181 -0.090 6.464 0.000
H 0.330 -1.391 -3.543 0.000
H 3.004 -3.582 2.899 0.000
C 0.684 3.992 -3.468 0.000
C 1.164 5.401 -1.596 -0.001
H -2.986 -1.166 -0.159 0.000
C -0.170 -3.230 -2.599 -0.001
H 1.137 6.087 -3.640 0.000
C -0.238 -5.543 -1.917 0.000
H -1.515 0.553 -3.745 0.000
C -4.397 1.088 0.466 0.000
C 1.756 1.686 4.299 -0.001
H -5.491 1.125 0.425 0.000
H -1.671 -2.084 0.574 0.000
H 4.501 1.894 0.097 0.000
H -4.063 4.022 3.125 0.000
H 2.302 -3.445 -1.398 0.000
H -1.671 -2.684 -4.021 0.000
H -4.343 2.302 3.396 0.000
H 2.789 -0.434 1.152 0.001
H -4.031 0.844 -0.535 0.000
H 2.031 -5.063 -0.746 0.000
H 1.404 6.377 -1.187 0.000
H -0.981 -5.092 1.033 0.000
H 0.547 3.849 -4.536 0.000
H 0.547 -5.941 1.368 0.000
C -2.066 0.167 -2.888 0.005
H 1.062 4.491 0.326 0.000
N 1.656 1.698 1.815 0.003
H -2.737 0.945 -2.527 0.000
H -5.375 4.140 -0.170 0.000
F 2.736 2.612 4.384 0.000
H 4.106 0.712 -2.028 0.000
H 1.412 -1.808 -2.219 0.000
N 2.697 0.917 -0.459 0.001
F -0.331 -0.068 1.962 0.007
C 3.035 0.923 -1.878 0.001
H -3.991 3.738 -1.209 0.000
H -0.261 -5.008 2.652 0.000
H 2.801 1.893 -2.310 0.000
Se -1.490 2.812 1.292 0.000
C 0.364 -4.284 -1.839 -0.001
C 1.555 -4.101 -0.948 0.000
C -0.319 -0.099 4.309 0.000
H -2.296 -2.557 -1.034 0.000
H 0.184 -6.354 -1.334 0.000
C 1.012 5.243 -2.971 0.002
H -2.718 -4.908 -4.123 0.000
C 2.921 -3.932 1.871 0.000
C 0.172 0.397 3.130 0.000
C 3.043 2.101 1.677 0.003
H 3.747 -3.512 1.294 0.000
F -1.316 -0.998 4.268 0.000
V 0.483 1.485 0.192 0.984
C 0.536 2.915 -2.593 0.005
H -3.824 4.989 0.021 0.000
C -0.042 -5.048 1.585 0.000
H 3.702 1.452 2.270 0.001
C 0.376 -1.844 -2.549 -0.011
C 1.252 1.183 5.484 0.000
C 3.092 -0.368 0.108 0.004
C -1.272 -3.494 -3.420 -0.001
H 3.237 3.124 2.013 0.000
H -4.104 0.286 1.148 0.000
C -2.075 -1.720 -0.370 -0.002
H 0.299 1.948 -3.035 0.001
C 0.983 4.320 -0.745 0.004
H -5.588 3.282 2.591 0.000
C 0.209 0.284 5.529 0.000
H 2.598 -1.167 -0.447 0.000
H -2.642 -0.712 -3.177 0.000
H -1.785 -6.770 -2.752 0.000
C -1.862 -4.744 -3.481 0.000
```

Values from the calculation:
- Net charge: -1
- Energy above the lowest of the compared OMol25 structures with the same formula, charge and spin: 4.6 kcal per mole
- HOMO energy (spin up / spin down): -3.57 / -2.87 eV
- 2S+1: 2
- E_LUMO (spin up / spin down): 2.434 / 2.434 eV
- Gap between HOMO and LUMO (spin up / spin down): 6.00 / 5.30 eV